Record 1
The following is a DFT calculation (ωB97M-V/def2-TZVPD) of C40H38BaN2O3P2S3 as an isolated structure.

The geometry in XYZ format:
```
89
Properties=species:S:1:pos:R:3:forces:R:3
Ba 0.1031 0.5307 -0.6216 0.33 0.39 -0.72
C 2.5053 2.9941 -1.5084 -0.31 0.13 0.00
O 1.1087 2.7836 -1.7437 -0.08 0.09 -0.16
C 0.2821 3.8844 -1.6379 0.34 -0.08 0.12
C 0.7651 5.1460 -1.9489 -0.19 0.11 0.07
C -0.0552 6.2590 -1.8264 -0.05 0.03 0.01
C -1.3614 6.1132 -1.3881 0.00 -0.07 0.02
C -1.8406 4.8487 -1.0787 -0.12 0.22 0.04
C -1.0349 3.7311 -1.1902 -0.29 -1.00 0.29
N -1.7093 2.4152 -1.0627 -0.17 1.72 -1.03
N -2.4056 2.1257 -0.0806 0.36 0.57 1.57
C -2.1344 2.7739 1.2087 -0.44 -0.28 -0.72
C -0.8222 2.6890 1.6826 0.83 -0.39 -0.16
O 0.1622 2.2478 0.9502 -0.41 1.57 1.46
C -0.5983 2.9699 3.0815 0.00 0.05 -0.34
C -1.6095 3.3320 3.8973 -0.29 0.03 0.20
C -2.9593 3.4154 3.4263 0.27 0.10 0.31
C -4.0228 3.7973 4.2726 0.10 -0.07 -0.07
C -5.3085 3.8453 3.8068 -0.03 -0.05 -0.21
C -5.5693 3.5057 2.4601 -0.06 0.04 0.17
C -4.5524 3.1486 1.6152 0.14 -0.01 0.14
C -3.2115 3.0967 2.0833 -0.46 -0.07 -0.70
H 2.9902 3.3781 -2.4053 0.08 0.01 -0.02
H 2.9439 2.0307 -1.2483 -0.10 -0.05 -0.05
H 2.6368 3.6833 -0.6756 0.05 0.02 0.03
H 1.7846 5.2594 -2.2872 0.00 0.03 -0.01
H 0.3298 7.2389 -2.0786 0.00 -0.02 0.00
H -2.0128 6.9708 -1.2905 0.02 0.01 0.00
H -2.8634 4.7098 -0.7483 0.03 0.04 -0.01
H 0.4176 2.8581 3.4411 -0.01 0.01 -0.04
H -1.4206 3.5400 4.9455 0.01 0.01 -0.02
H -3.8012 4.0484 5.3046 0.00 -0.01 -0.04
H -6.1153 4.1419 4.4640 -0.03 -0.01 -0.04
H -6.5860 3.5329 2.0862 0.01 0.01 0.03
H -4.7679 2.8983 0.5823 0.05 0.01 0.03
C 3.3745 -0.2518 -3.5990 0.19 0.08 -0.22
P 2.4190 -0.9204 -2.1851 0.00 -0.83 -0.60
C 3.7820 -1.6135 -1.1754 0.10 -0.05 0.04
C 1.7303 -2.4723 -3.0034 0.01 0.16 0.18
C 2.6380 -3.3218 -3.6464 0.00 0.11 0.09
C 2.2350 -4.4797 -4.2860 -0.06 -0.06 -0.03
C 0.8889 -4.8234 -4.3019 0.10 0.09 0.04
C -0.0228 -3.9961 -3.6727 0.00 0.03 0.06
C 0.3665 -2.8222 -3.0175 -0.04 0.09 0.16
P -0.9706 -1.7970 -2.2163 -0.27 -1.05 -0.85
C -1.8534 -3.0321 -1.1797 0.02 0.03 0.03
C -2.1529 -1.6772 -3.6232 -0.10 -0.01 -0.17
H 4.1435 -0.9313 -3.9740 -0.04 0.02 0.03
H 3.8624 0.6787 -3.2971 -0.01 -0.04 0.02
H 2.6945 -0.0159 -4.4193 -0.01 0.00 0.03
H 4.4093 -2.2972 -1.7504 -0.02 0.02 0.01
H 3.3809 -2.1389 -0.3083 -0.08 0.03 -0.06
H 4.4151 -0.7956 -0.8197 -0.05 0.00 -0.03
H 3.6935 -3.0725 -3.6433 -0.05 -0.03 -0.02
H 2.9664 -5.1138 -4.7712 0.01 0.01 0.01
H 0.5537 -5.7256 -4.7980 0.02 0.01 0.01
H -1.0704 -4.2743 -3.6879 0.03 0.02 0.01
H -2.1157 -3.9337 -1.7354 0.02 0.01 -0.04
H -2.7741 -2.5732 -0.8116 0.02 0.03 -0.03
H -1.2545 -3.2998 -0.3102 0.05 0.04 -0.04
H -2.5742 -2.6374 -3.9281 0.06 -0.01 0.01
H -1.6531 -1.2314 -4.4851 0.01 0.00 0.03
H -2.9826 -1.0213 -3.3514 0.05 -0.01 0.09
O 0.7608 -1.4543 0.2354 0.35 -1.79 1.15
C 0.8240 -2.0098 1.5053 -0.14 0.43 -0.17
C 1.4941 -3.3761 1.4462 -0.07 0.14 -0.35
C 1.4839 -4.1805 0.3448 0.16 -0.33 0.04
C 2.1679 -5.4163 0.5578 -0.13 0.13 0.10
C 2.6741 -5.5126 1.8218 0.10 -0.16 -0.37
S 2.3697 -4.0998 2.7198 -0.05 0.10 0.53
C 1.6027 -1.0341 2.4050 0.08 0.00 -0.34
C 2.5578 -0.1625 1.9730 0.25 0.18 0.09
C 3.1364 0.6103 3.0246 -0.13 -0.32 -0.01
C 2.5977 0.2911 4.2379 0.13 0.42 -0.18
S 1.3527 -0.8584 4.0820 -0.10 -0.43 0.43
C -0.5920 -2.1410 2.0775 0.01 0.17 0.03
C -1.1737 -3.0877 2.8542 -0.37 -0.07 0.13
C -2.5173 -2.7397 3.2446 0.28 -0.16 -0.01
C -2.9119 -1.5333 2.7610 0.00 -0.19 0.05
S -1.6734 -0.8159 1.8302 0.18 0.04 -0.06
H 1.0224 -3.8836 -0.5863 0.01 -0.03 0.04
H 2.2734 -6.1933 -0.1882 -0.02 0.05 0.03
H 3.2325 -6.3316 2.2501 -0.01 0.08 -0.01
H 2.8410 -0.0877 0.9311 0.02 -0.02 0.05
H 3.9126 1.3516 2.8886 -0.03 -0.05 -0.01
H 2.8486 0.7132 5.1997 -0.09 -0.02 -0.04
H -0.6664 -4.0023 3.1368 -0.08 0.05 0.02
H -3.1539 -3.3631 3.8592 0.08 0.00 -0.03
H -3.8600 -1.0356 2.8981 0.06 -0.01 -0.03
```
Positions in Å, forces in eV/Å.

Values from the calculation:
**Orbital gap**: 7.022 eV
**Energy above the lowest of the compared OMol25 structures with the same formula, charge and spin**: 24.8 kcal per mole
**HOMO**: -7.002 eV

Charges in e, computed with Löwdin, in the same order as the atoms: Ba 1.808; C -0.068; O -0.266; C -0.236; C -0.015; C -0.074; C -0.074; C -0.017; C -0.173; N -0.095; N 0.039; C -0.173; C -0.395; O -0.404; C 0.008; C -0.023; C -0.176; C -0.044; C -0.096; C -0.091; C -0.038; C -0.129; H 0.095; H 0.066; H 0.110; H 0.110; H 0.105; H 0.105; H 0.119; H 0.114; H 0.113; H 0.110; H 0.096; H 0.098; H 0.102; C -0.288; P 0.837; C -0.259; C -0.352; C -0.105; C -0.075; C -0.074; C -0.104; C -0.372; P 0.809; C -0.256; C -0.286; H 0.036; H 0.027; H 0.045; H 0.039; H 0.030; H 0.045; H 0.089; H 0.105; H 0.105; H 0.091; H 0.040; H 0.047; H 0.021; H 0.034; H 0.042; H 0.038; O -0.657; C -0.620; C -0.474; C -0.117; C -0.173; C -0.423; S 1.052; C -0.494; C -0.135; C -0.169; C -0.416; S 1.055; C -0.483; C -0.112; C -0.168; C -0.386; S 1.021; H 0.092; H 0.098; H 0.061; H 0.081; H 0.100; H 0.064; H 0.109; H 0.100; H 0.072

=====

Record 2
The following is a DFT calculation (ωB97M-V/def2-TZVPD) of C40H38ClN8O5Pb as an isolated structure.

The geometry in XYZ format:
```
93
Properties=species:S:1:pos:R:3:forces:R:3
Pb -0.9403 1.3393 -3.4615 0.62 -0.13 -0.41
O -1.9740 2.5473 0.6125 0.19 0.17 -1.13
C -1.7602 2.5051 -0.6354 0.49 2.91 3.44
N -1.9493 1.5048 -1.3928 -0.43 -2.19 -2.45
C -2.5720 0.3428 -0.8980 -0.60 -0.82 -0.28
C -3.8581 0.4295 -0.2452 2.85 0.62 -1.92
C -4.3513 -0.7191 0.2206 0.40 -2.94 0.74
C -3.6532 -1.9933 0.0955 -1.78 0.21 0.83
C -2.5123 -2.0953 -0.6520 -0.66 2.06 -0.23
C -1.9572 -0.9081 -1.2152 -0.31 0.99 1.14
N -0.8086 -0.8485 -2.0107 0.30 -0.18 -0.56
C 0.2272 -1.6456 -1.7257 -0.71 1.26 -2.13
O 0.3808 -2.3385 -0.7545 0.02 -1.88 2.95
C 1.4001 -1.7180 -2.6835 0.20 0.58 -0.43
C 2.5320 -2.4136 -2.2705 1.88 -0.20 0.54
C 3.7262 -2.3082 -3.0170 -1.69 0.07 -0.94
C 3.7133 -1.6460 -4.2712 -0.40 0.36 1.58
C 2.5002 -0.9953 -4.5915 -0.09 -1.27 0.41
N 1.3701 -1.0573 -3.8382 1.17 0.33 -0.71
C -1.2227 3.8188 -1.2732 -1.48 -1.49 1.25
C -1.4490 4.9881 -0.5602 1.38 1.45 -1.83
C -0.9709 6.1334 -1.2472 -1.22 0.13 0.95
C -0.4754 6.0998 -2.5570 -0.63 -0.85 -0.25
C -0.4801 4.8783 -3.2252 -1.00 -1.01 4.59
N -0.8152 3.7497 -2.5055 0.78 1.42 -1.69
H -4.3194 1.4074 -0.2091 -0.12 -0.15 0.35
H -5.2310 -0.6877 0.7982 -1.12 -0.18 0.54
H -4.0861 -2.9158 0.6245 0.63 1.52 -0.94
H -2.0590 -3.0177 -0.8228 0.81 -1.30 -0.16
H 2.5926 -2.9658 -1.3024 -0.49 0.65 -0.98
H 4.5988 -2.8165 -2.6613 0.44 -0.11 0.10
H 4.6639 -1.5598 -4.8277 -0.92 0.06 0.04
H 2.3941 -0.5064 -5.5459 -0.03 0.33 -0.12
H -2.0017 4.9601 0.3650 0.28 0.13 0.14
H -1.1675 7.1392 -0.8423 0.31 -0.57 0.06
H -0.3166 7.0407 -3.0538 0.33 0.07 -0.21
H -0.3556 4.6238 -4.2035 0.74 0.18 -2.75
O -5.0284 2.4056 -4.9096 0.10 0.26 -0.47
C -3.9471 1.8751 -4.7111 1.54 1.66 1.66
O -2.7973 2.4697 -4.4185 -1.88 -0.86 -0.79
C -3.9213 0.3865 -4.5821 -1.73 -0.30 0.43
C -5.1193 -0.3443 -4.4421 -0.56 -0.73 0.03
C -5.0766 -1.7522 -4.3213 2.24 2.92 0.07
C -3.8077 -2.3237 -4.2718 -0.50 -0.09 -0.87
C -2.7027 -1.5125 -4.4426 -0.63 0.47 0.94
N -2.7492 -0.1780 -4.4912 0.35 -1.16 -0.62
H -6.0909 0.1706 -4.3424 0.82 -0.11 -0.43
H -5.9536 -2.2911 -4.2167 -1.51 -1.08 0.27
H -3.7247 -3.3931 -4.1797 0.32 -0.17 0.05
H -1.7197 -1.8573 -4.3855 1.37 -0.98 0.08
C 4.1226 -1.7842 4.3892 -0.58 -1.40 1.61
C 3.4092 -0.4713 4.1337 0.73 0.28 -0.40
C 4.4527 0.6119 4.4741 -1.57 2.14 -0.57
C 2.1715 -0.3171 5.0286 -0.93 -1.37 0.39
C 3.0147 -0.4411 2.6569 -1.02 -0.07 -0.64
O 4.2159 -0.2623 1.9202 -0.70 -0.17 -0.46
C 2.3884 -1.7672 2.0362 0.26 -0.80 -0.21
C 1.3064 -2.6626 2.6911 1.02 -1.14 0.52
C 0.0129 -2.0524 2.9934 -1.63 0.74 -0.10
C -0.6700 -2.2744 4.1828 0.74 -0.17 0.89
C -1.8873 -1.6946 4.5084 0.97 0.31 0.65
C -2.3358 -0.7586 3.6401 -1.04 0.67 -1.58
Cl -3.7739 0.1143 4.0280 -0.59 0.40 0.21
C -1.7876 -0.5569 2.3709 0.41 -0.43 -0.43
C -0.6287 -1.2515 2.0338 -0.33 -0.06 -0.23
C 2.0760 0.8177 2.3663 0.41 -2.86 -0.94
N 2.2213 1.2319 1.0009 -2.69 -0.42 -1.28
C 1.2014 1.3290 0.0743 0.37 -0.94 0.82
N 1.6635 1.8641 -1.0369 -0.35 0.27 0.74
C 2.9340 2.1507 -0.6769 0.98 0.06 -1.87
N 3.3544 1.7477 0.4845 -0.67 0.70 0.53
H 4.4669 -1.7680 5.4679 0.18 -0.13 -1.22
H 4.9038 -2.0658 3.6652 -0.10 0.52 0.46
H 3.3763 -2.6051 4.3817 0.49 0.33 -0.10
H 4.6543 0.4607 5.5056 0.06 0.28 1.22
H 4.0412 1.6989 4.3128 0.83 -1.95 0.35
H 5.4140 0.5311 4.0033 0.16 -0.18 -0.76
H 2.2754 0.3311 5.9139 0.29 -0.21 -0.41
H 1.8693 -1.3460 5.3894 0.25 1.10 -0.16
H 1.2901 0.0251 4.4666 0.33 0.02 0.33
H 3.8538 -0.0936 1.0250 1.16 -0.11 0.38
H 3.2612 -2.4692 1.8736 -0.79 0.96 -0.05
H 1.9601 -1.5085 1.0430 0.56 -0.02 0.34
H 1.6807 -3.1598 3.5942 0.10 0.43 0.20
H 1.1118 -3.5769 2.0932 0.27 0.71 -0.50
H -0.1874 -2.7783 5.0152 0.18 -0.48 -0.31
H -2.3216 -1.7752 5.5055 0.04 -0.24 -0.37
H -2.2676 0.0433 1.5875 0.14 0.00 0.75
H -0.2857 -1.2568 0.9773 -0.05 0.18 0.93
H 2.4203 1.6226 2.8830 0.83 2.15 2.11
H 1.0316 0.5974 2.6042 0.22 0.20 -0.40
H 0.1861 0.9209 0.2536 0.85 0.47 -0.06
H 3.6297 2.5921 -1.3630 0.13 0.20 -0.22
```
Positions in Å, forces in eV/Å.

Values from the calculation:
**Orbital gap**: 7.180 eV
**Energy above the lowest of the compared OMol25 structures with the same formula, charge and spin**: 31.3 kcal per mole
**HOMO**: -4.668 eV
**Charge**: -1

Charges in e, computed with Löwdin, in the same order as the atoms: Pb 1.347; O -0.032; C -0.532; N -0.034; C -0.209; C -0.043; C -0.126; C -0.084; C -0.048; C -0.239; N 0.010; C -0.534; O -0.003; C -0.211; C -0.012; C -0.067; C -0.068; C -0.135; N 0.085; C -0.225; C 0.024; C -0.058; C -0.065; C -0.069; N -0.003; H 0.123; H 0.076; H 0.120; H 0.089; H 0.121; H 0.087; H 0.098; H 0.091; H 0.112; H 0.103; H 0.091; H 0.075; O 0.033; C -0.598; O -0.259; C -0.224; C 0.026; C -0.038; C -0.051; C -0.126; N 0.017; H 0.122; H 0.077; H 0.100; H 0.083; C -0.060; C -0.536; C -0.048; C -0.015; C -0.410; O -0.035; C -0.075; C -0.157; C -0.247; C -0.060; C -0.126; C -0.681; Cl 0.661; C -0.077; C -0.026; C -0.037; N -0.117; C -0.097; N 0.108; C -0.235; N 0.099; H 0.105; H 0.098; H 0.065; H 0.056; H 0.122; H 0.073; H 0.090; H 0.092; H 0.074; H 0.081; H 0.132; H 0.101; H 0.091; H 0.136; H 0.106; H 0.106; H 0.084; H 0.098; H 0.090; H 0.122; H 0.131; H 0.100